# 1
This record from OMol25 describes the molecule C2H6N2O in a non-equilibrium geometry. The level of theory is ωB97M-V/def2-TZVPD.

ORCA input file:
```
! RIJCOSX wB97M-V def2-TZVPD def2/J DEFGRID3
* xyz 0 1
H -1.42 -2.39 -1.78
N -0.74 -1.44 -1.60
C -0.64 -1.14 -0.30
N -0.20 0.20 -0.18
O 0.92 0.37 0.64
C 0.59 1.68 1.23
H -0.98 -1.44 0.56
H 0.31 0.24 -1.01
H 1.21 1.78 2.19
H -0.58 1.87 1.25
H 1.02 2.48 0.58
*
```

* electronic energy: -264.3963 hartree
* maximum force: 8.9 eV Å⁻¹
* relative energy (zero: lowest compared OMol25 entry of this formula, charge and spin): 501.6 kJ/mol
* frontier orbital gap: 10.797 eV


# 2
This record from OMol25 describes the molecule C5H7N. The level of theory is ωB97M-V/def2-TZVPD.

ORCA input file:
```
! RIJCOSX wB97M-V def2-TZVPD def2/J DEFGRID3
* xyz 0 1
C 1.80 0.10 -0.12
C 0.31 0.03 0.00
C -0.69 1.06 0.40
C -2.07 0.42 0.48
C -1.80 -0.82 -0.01
N -0.40 -1.04 -0.24
H 2.28 -0.04 0.86
H 2.22 -0.65 -0.80
H 2.11 1.08 -0.48
H -0.36 1.77 1.16
H -0.95 1.66 -0.49
H -2.46 -1.66 -0.21
H 0.00 -1.92 -0.56
*
```

* electronic energy: -249.3507 hartree
* maximum force: 0.5 eV Å⁻¹
* relative energy (zero: lowest compared OMol25 entry of this formula, charge and spin): 321.7 kJ/mol
* frontier orbital gap: 7.835 eV


# 3
This record from OMol25 describes a structure of composition C24H20N4ORuSbSe4 in a non-equilibrium geometry. The level of theory is ωB97M-V/def2-TZVPD.

ORCA input file:
```
! RIJCOSX wB97M-V def2-TZVPD def2/J DEFGRID3
* xyz -2 2
Ru -0.70 0.83 -0.52
O -2.81 -2.74 -0.27
C -2.14 -1.75 -0.58
N -2.25 -0.52 -0.07
C -3.34 -0.29 0.85
C -2.91 -0.08 2.27
C -3.59 0.81 3.10
C -3.12 1.02 4.38
C -2.01 0.30 4.82
C -1.44 -0.60 3.94
N -1.86 -0.78 2.70
C -1.19 -1.82 -1.73
C -1.60 -2.46 -2.89
C -0.80 -2.41 -4.01
C 0.41 -1.73 -3.92
C 0.76 -1.14 -2.73
N -0.03 -1.15 -1.65
H -3.92 0.59 0.51
H -4.01 -1.16 0.80
H -4.45 1.35 2.72
H -3.60 1.75 5.02
H -1.60 0.45 5.81
H -0.60 -1.22 4.25
H -2.56 -2.96 -2.88
H -1.11 -2.86 -4.95
H 1.08 -1.67 -4.77
H 1.70 -0.60 -2.62
N 0.65 -0.60 1.11
C 1.78 -1.18 0.55
C 2.02 -2.54 0.71
C 3.14 -3.14 0.16
C 4.02 -2.37 -0.59
C 3.77 -1.02 -0.77
C 2.66 -0.39 -0.20
C 2.44 1.05 -0.49
C 3.59 1.85 -0.51
C 3.56 3.17 -0.91
C 2.36 3.73 -1.32
C 1.22 2.96 -1.28
C 1.20 1.63 -0.85
H 0.00 -1.22 1.60
H 0.86 0.23 1.66
H 1.32 -3.14 1.29
H 3.34 -4.19 0.32
H 4.89 -2.82 -1.03
H 4.44 -0.43 -1.39
H 4.53 1.41 -0.18
H 4.47 3.76 -0.90
H 2.31 4.75 -1.66
H 0.30 3.44 -1.63
Se -1.61 5.59 -0.57
Sb -2.45 3.30 -0.28
Se -1.62 1.39 -2.64
Se -0.76 2.20 1.51
Se -4.73 3.40 0.71
*
```

* electronic energy: -11161.8021 hartree
* maximum force: 3.3 eV Å⁻¹
* relative energy (zero: lowest compared OMol25 entry of this formula, charge and spin): 214.9 kJ/mol
* frontier orbital gap (alpha / beta): 5.161 / 5.111 eV


# 4
This record from OMol25 describes a cluster of 2 separate species, C3H9NS2 in total in a non-equilibrium geometry. The level of theory is ωB97M-V/def2-TZVPD.

ORCA input file:
```
! RIJCOSX wB97M-V def2-TZVPD def2/J DEFGRID3
* xyz 1 2
C -2.24 0.49 -0.87
S -1.53 -0.17 -2.35
S -1.09 -2.16 -2.46
H -1.65 0.31 0.03
H -2.46 1.56 -0.87
H -3.23 0.03 -0.72
H -0.22 -2.24 -1.39
C 0.97 0.82 1.68
C 2.32 -0.62 0.43
N 1.48 -0.49 1.36
H 1.70 1.59 1.95
H 0.41 1.32 0.87
H 0.39 0.79 2.60
H 2.79 -1.48 0.00
H 2.37 0.25 -0.26
*
```

* electronic energy: -970.4403 hartree
* maximum force: 3.1 eV Å⁻¹
* relative energy (zero: lowest compared OMol25 entry of this formula, charge and spin): 235.7 kJ/mol
* frontier orbital gap (alpha / beta): 7.312 / 3.963 eV


# 5
This record from OMol25 describes the molecule C3H4Br2Cl2 in a non-equilibrium geometry. The level of theory is ωB97M-V/def2-TZVPD.

ORCA input file:
```
! RIJCOSX wB97M-V def2-TZVPD def2/J DEFGRID3
* xyz 0 1
C -0.60 -1.36 0.38
C -0.28 0.37 0.42
Cl 0.06 0.95 2.03
Br -2.10 1.03 -0.26
C 0.78 0.94 -0.58
Cl 0.45 0.45 -2.31
Br 2.56 0.32 -0.06
H -0.44 -1.48 -0.66
H 0.30 -1.67 1.10
H -1.59 -1.59 0.67
H 0.86 2.05 -0.73
*
```

* electronic energy: -6185.0798 hartree
* maximum force: 6.4 eV Å⁻¹
* relative energy (zero: lowest compared OMol25 entry of this formula, charge and spin): 72.2 kJ/mol
* frontier orbital gap: 10.421 eV


# 6
This record from OMol25 describes a cluster of 4 separate species, C10H19Cl3O5 in total in a non-equilibrium geometry. The level of theory is ωB97M-V/def2-TZVPD.

ORCA input file:
```
! RIJCOSX wB97M-V def2-TZVPD def2/J DEFGRID3
* xyz -1 2
C 0.15 -1.13 0.62
Cl -1.08 -2.42 0.63
Cl 1.27 -1.34 1.90
Cl -0.75 0.40 0.77
H 0.61 -1.08 -0.36
C 1.52 2.26 -4.46
O 2.41 1.73 -3.51
C 2.18 1.49 -2.26
O 1.09 1.60 -1.70
O 3.30 0.99 -1.79
C 3.36 0.58 -0.43
H 0.64 2.74 -4.03
H 1.31 1.43 -5.14
H 1.97 2.97 -5.15
H 2.60 -0.17 -0.21
H 3.47 1.28 0.40
H 4.22 -0.09 -0.43
C 0.47 3.80 1.01
C 1.46 4.77 0.54
O 1.18 5.96 0.55
C 2.77 4.31 -0.06
H 0.89 2.82 0.79
H -0.43 3.97 0.42
H 0.44 3.93 2.09
H 2.54 3.58 -0.83
H 3.45 3.88 0.69
H 3.36 5.12 -0.50
C -5.05 -6.19 2.80
C -4.32 -5.77 1.52
O -4.14 -6.55 0.56
C -3.90 -4.26 1.50
H -4.89 -5.42 3.55
H -4.72 -7.14 3.22
H -6.12 -6.36 2.64
H -4.76 -3.61 1.67
H -3.27 -3.98 0.65
H -3.25 -4.08 2.35
*
```

* electronic energy: -2149.1296 hartree
* maximum force: 3.5 eV Å⁻¹
* frontier orbital gap (alpha / beta): 1.922 / 9.646 eV